Computed, not measured: a molecular structure, C36H39IrN3O7P, with wB97M-V/def2-TZVPD.

The energy above the lowest of the compared OMol25 structures with the same formula, charge and spin comes out at 62.02 kcal per mole. For the orbital gap (spin up / spin down), the calculation gives 7.01 / 6.30 eV. Its spin multiplicity is 2. The total charge is +1. For the total energy, the calculation gives -68888.4936 eV. The calculation puts the HOMO energy (spin up / spin down) at -10.8 / -10.9 eV. The value obtained for the lowest unoccupied orbital energy (spin up / spin down) is -3.78 / -4.64 eV.

Atoms and positions in Å:
Ir (0.4976, -0.7647, -0.5288)
O (3.6988, 1.9122, 1.7551)
C (2.5741, 1.3253, 1.3223)
O (1.7424, 1.8915, 0.6810)
C (2.4713, -0.0785, 1.8591)
C (3.1829, -0.4134, 2.9979)
C (3.0682, -1.6857, 3.5413)
C (2.2460, -2.5987, 2.9190)
C (1.5667, -2.2005, 1.7805)
N (1.6587, -0.9733, 1.2629)
C (0.6798, -3.1618, 1.0481)
O (0.4678, -4.2708, 1.4497)
O (0.1789, -2.6776, -0.0698)
H (3.7135, 2.8170, 1.4035)
H (3.8213, 0.3306, 3.4488)
H (3.6184, -1.9508, 4.4335)
H (2.1086, -3.6126, 3.2675)
C (-4.4265, -0.7488, -1.6349)
O (-3.6494, -0.3318, -2.7482)
C (-2.7901, -1.2870, -3.2120)
C (-3.1698, -1.9960, -4.3324)
C (-2.3319, -2.9385, -4.9277)
C (-1.0783, -3.1247, -4.4066)
C (-0.6583, -2.4075, -3.2735)
C (0.7420, -2.4311, -2.9914)
N (1.3571, -1.7211, -2.1157)
N (2.7307, -1.7000, -2.2426)
C (3.2016, -0.6735, -1.6106)
O (2.4350, 0.1210, -0.8939)
C (4.6587, -0.4191, -1.6861)
C (5.4019, -1.0063, -2.7092)
C (6.7656, -0.7859, -2.7887)
C (7.3997, 0.0144, -1.8478)
C (6.6646, 0.5950, -0.8255)
C (5.2971, 0.3820, -0.7464)
C (-1.5215, -1.5090, -2.6232)
O (-1.1915, -0.8297, -1.5233)
H (-5.1681, 0.0266, -1.4615)
H (-3.7939, -0.8501, -0.7560)
H (-4.9300, -1.6951, -1.8486)
H (-4.1504, -1.7847, -4.7393)
H (-2.6552, -3.4828, -5.8030)
H (-0.3793, -3.8032, -4.8784)
H (1.3875, -2.9899, -3.6618)
H (4.9014, -1.6282, -3.4373)
H (7.3364, -1.2384, -3.5881)
H (8.4660, 0.1845, -1.9124)
H (7.1568, 1.2153, -0.0881)
H (4.7315, 0.8357, 0.0493)
C (-0.5310, 3.5337, 1.2254)
C (-0.8765, 2.3204, 2.1084)
C (0.2073, 2.1622, 3.1979)
C (-2.1814, 2.7330, 2.8144)
P (-1.1937, 0.7498, 1.0117)
C (-2.1338, 1.5762, -0.3166)
C (-1.3806, 2.0317, -1.4029)
C (-1.9492, 2.8086, -2.3938)
C (-3.2927, 3.1512, -2.3185)
C (-4.0474, 2.7236, -1.2406)
C (-3.4720, 1.9476, -0.2425)
C (-2.2495, -0.4390, 2.0928)
C (-2.3808, -1.8288, 1.4556)
C (-3.6995, -0.0385, 2.4132)
C (-1.4693, -0.6357, 3.4037)
H (-0.2216, 4.3381, 1.8979)
H (-1.4016, 3.8850, 0.6739)
H (0.2759, 3.3524, 0.5278)
H (-0.0895, 2.7497, 4.0688)
H (1.1600, 2.5624, 2.8686)
H (0.3567, 1.1410, 3.5409)
H (-2.0067, 3.7253, 3.2363)
H (-2.4564, 2.0836, 3.6393)
H (-3.0180, 2.8276, 2.1262)
H (-0.3217, 1.7981, -1.4651)
H (-1.3446, 3.1488, -3.2240)
H (-3.7447, 3.7543, -3.0946)
H (-5.0928, 2.9942, -1.1673)
H (-4.0882, 1.6414, 0.5877)
H (-3.2202, -1.8851, 0.7702)
H (-2.5767, -2.5534, 2.2487)
H (-1.5139, -2.1535, 0.9137)
H (-4.3144, -0.0273, 1.5160)
H (-3.8161, 0.9021, 2.9372)
H (-4.1048, -0.8235, 3.0571)
H (-0.4525, -0.9956, 3.2223)
H (-1.9810, -1.4011, 3.9898)
H (-1.4117, 0.2589, 4.0140)

In elementary charge units, the Löwdin charges are: Ir 1.564; O 0.117; C -0.515; O 0.051; C -0.147; C 0.046; C 0.015; C 0.050; C -0.161; N 0.035; C -0.546; O 0.153; O -0.164; H 0.159; H 0.133; H 0.129; H 0.140; C -0.052; O -0.081; C -0.213; C 0.031; C -0.049; C -0.024; C -0.126; C -0.021; N -0.130; N 0.111; C -0.389; O -0.168; C -0.141; C -0.021; C -0.062; C -0.068; C -0.064; C -0.015; C -0.197; O -0.239; H 0.094; H 0.052; H 0.107; H 0.134; H 0.115; H 0.121; H 0.150; H 0.111; H 0.110; H 0.109; H 0.108; H 0.085; C -0.087; C -0.595; C -0.074; C -0.090; P 1.196; C -0.379; C -0.131; C -0.052; C -0.056; C -0.065; C -0.110; C -0.622; C -0.082; C -0.078; C -0.084; H 0.100; H 0.086; H 0.059; H 0.097; H 0.066; H 0.054; H 0.099; H 0.068; H 0.071; H 0.088; H 0.114; H 0.112; H 0.115; H 0.083; H 0.071; H 0.103; H 0.026; H 0.066; H 0.060; H 0.101; H 0.070; H 0.098; H 0.064